(1)
DFT (the ωB97M-V functional and the def2-TZVPD basis) results for 2 unconnected molecules or ions with the total composition C4H13N2O in a non-equilibrium geometry.

The calculation puts the HOMO-LUMO gap at 10.87 eV. Its total charge is +1. The calculation puts the relative energy (zero: lowest compared OMol25 entry of this formula, charge and spin) at 21.1 kcal per mole. The largest force on an atom is 1.16 eV Å⁻¹.

Each line ends with the Löwdin charge.
Geometry (Å):
1 C -0.1632 -2.8920 0.1070  -0.0466
2 C 0.3298 -1.6106 0.7538  -0.4432
3 C -0.7711 -0.8020 1.4130  -0.0519
4 O 0.9707 -0.7568 -0.2453  -0.0943
5 H 0.7104 -3.4481 -0.2433  0.0871
6 H -0.8438 -2.7511 -0.7302  0.0904
7 H -0.6338 -3.5164 0.8645  0.0934
8 H 1.0841 -1.8770 1.4957  0.1419
9 H -1.2535 -1.4168 2.1668  0.0922
10 H -1.5036 -0.5191 0.6548  0.0790
11 H -0.3816 0.1060 1.8696  0.0811
12 H 1.4217 -1.3558 -0.8545  0.1101
13 N -0.2411 1.4986 -1.0003  0.1925
14 C 0.4842 2.5377 -0.7188  -0.1683
15 N 0.0386 3.7939 -0.7416  0.1738
16 H -1.0784 1.5690 -1.5603  0.1467
17 H 0.2085 0.5495 -0.8560  0.0850
18 H 1.5072 2.3264 -0.4257  0.1655
19 H 0.7114 4.4935 -0.4706  0.1279
20 H -0.5962 4.0710 -1.4786  0.1377

=====

(2)
DFT (the ωB97M-V functional and the def2-TZVPD basis) results for a single CH3NO4S2 molecule in a non-equilibrium geometry.

The calculation puts the HOMO-LUMO gap at 11.21 eV. The calculation puts the relative energy (zero: lowest compared OMol25 entry of this formula, charge and spin) at 5.9 kcal per mole. The largest force on an atom is 4.92 eV Å⁻¹.

Each line ends with the Löwdin charge.
Geometry (Å):
1 C -0.1829 0.0837 -0.6615  -0.2087
2 N 0.9912 -1.1893 1.5117  -0.1456
3 O 1.6295 -1.9536 -0.7227  -0.2271
4 O -0.9275 -2.0528 -0.0845  -0.3303
5 O -2.8589 -0.5422 -0.7633  -0.2427
6 O -1.7060 -0.2241 1.3592  -0.2656
7 S 0.6708 -1.3146 0.0321  0.6729
8 S -1.6355 -0.6377 0.0091  0.5540
9 H 0.0844 0.9538 -0.1571  0.0895
10 H -0.2056 -0.1034 -1.6688  0.0763
11 H 0.2865 -0.4778 1.8198  0.0274

=====

(3)
DFT (the ωB97M-V functional and the def2-TZVPD basis) results for a molecular structure, C33H35FN5O6S2Sr in a non-equilibrium geometry.

The calculation puts the HOMO-LUMO gap at 6.41 eV. Its total charge is -1. The calculation puts the relative energy (zero: lowest compared OMol25 entry of this formula, charge and spin) at 71.6 kcal per mole. The largest force on an atom is 2.34 eV Å⁻¹.

Each line ends with the Löwdin charge.
Geometry (Å):
1 Sr 0.5400 -0.3448 -0.3291  1.6124
2 O 4.3334 -1.6086 -4.9053  0.0660
3 C 3.3160 -1.5906 -4.0027  -0.2815
4 C 3.3451 -2.3720 -2.8507  0.0680
5 C 2.3021 -2.2450 -1.9500  -0.1832
6 N 1.2658 -1.4618 -2.1797  -0.0233
7 C 1.2330 -0.7048 -3.2612  -0.1751
8 C 2.2394 -0.7339 -4.2122  0.0823
9 C 0.0477 0.2578 -3.2803  -0.6363
10 O -0.4000 0.6272 -4.3595  0.0413
11 O -0.3555 0.5719 -2.1302  -0.2394
12 C 2.2614 -2.8555 -0.5585  -0.6305
13 O 2.7002 -3.9978 -0.3845  -0.0011
14 O 1.7485 -2.1056 0.2989  -0.1863
15 H 5.0318 -2.1985 -4.5942  0.1077
16 H 4.1724 -3.0338 -2.6401  0.1251
17 H 2.2151 -0.0836 -5.0705  0.1307
18 C 2.9198 2.8237 3.8829  -0.0629
19 C 2.1288 1.6680 3.2652  -0.3655
20 C 2.4234 0.3415 3.9706  -0.0495
21 C 0.6414 1.9465 3.2878  -0.1454
22 C 0.0041 2.1916 4.4936  -0.0507
23 C -1.3572 2.4317 4.5453  -0.0920
24 C -2.0992 2.4029 3.3793  -0.0515
25 C -1.4986 2.1598 2.1525  -0.1491
26 C -2.3216 2.1856 0.8850  -0.3642
27 C -3.4492 1.1513 0.9250  -0.0544
28 C -2.8921 3.5844 0.6421  -0.0535
29 C -0.1124 1.9365 2.0981  -0.2215
30 N 0.5336 1.6796 0.8838  -0.1148
31 C 1.2429 2.6770 0.3458  -0.2825
32 C 1.1431 4.0402 0.7225  -0.0259
33 C 1.8750 5.0202 0.0948  -0.1190
34 C 2.7644 4.7146 -0.9270  -0.1307
35 C 2.9091 3.3869 -1.3152  -0.0362
36 C 2.1685 2.4216 -0.6848  -0.1938
37 F 2.3568 1.0893 -1.0444  -0.0583
38 H 3.9890 2.6452 3.7856  0.0726
39 H 2.6931 2.9403 4.9405  0.0657
40 H 2.6822 3.7567 3.3755  0.0727
41 H 2.4495 1.5670 2.2241  0.1233
42 H 2.1246 0.3767 5.0166  0.0727
43 H 3.4867 0.1123 3.9236  0.0750
44 H 1.8769 -0.4607 3.4786  0.0788
45 H 0.5773 2.2129 5.4114  0.1032
46 H -1.8378 2.6406 5.4932  0.0913
47 H -3.1627 2.5958 3.4301  0.1028
48 H -1.6665 1.9364 0.0451  0.1168
49 H -4.1589 1.3737 1.7208  0.0732
50 H -3.0450 0.1532 1.0910  0.0627
51 H -3.9896 1.1494 -0.0202  0.0610
52 H -3.5533 3.8780 1.4552  0.0708
53 H -3.4579 3.5987 -0.2873  0.0737
54 H -2.0894 4.3140 0.5713  0.0733
55 H 0.4537 4.2968 1.5141  0.1100
56 H 1.7483 6.0501 0.4043  0.0939
57 H 3.3400 5.4906 -1.4081  0.0832
58 H 3.5972 3.0992 -2.0986  0.1120
59 S -0.6524 -3.8895 2.2828  0.7029
60 C -0.7805 -4.5854 0.7575  -0.8401
61 N 0.2561 -5.1579 0.1527  0.0400
62 C 0.2089 -5.5051 -1.2537  -0.1705
63 C -0.8745 -4.6953 -1.9571  -0.1467
64 C -2.1858 -4.9279 -1.2145  -0.1735
65 N -1.9932 -4.6010 0.1816  0.0132
66 H 1.1852 -4.9262 0.5054  0.1057
67 H 0.0002 -6.5767 -1.3578  0.1186
68 H 1.1912 -5.2975 -1.6791  0.1112
69 H -0.9605 -4.9940 -3.0015  0.1172
70 H -0.6269 -3.6316 -1.9100  0.1127
71 H -2.4852 -5.9823 -1.3027  0.1179
72 H -2.9814 -4.3002 -1.6171  0.1008
73 H -2.6787 -4.0214 0.6419  0.1130
74 O -0.4502 -1.0317 1.6384  -0.1552
75 C -1.0465 -1.8445 1.1085  -0.2149
76 S -5.4844 -0.7140 -3.3762  0.9582
77 C -4.2842 0.5107 -3.1851  -0.3892
78 C -3.2675 0.0644 -2.4066  -0.2540
79 N -3.4117 -1.2067 -1.9545  0.0031
80 C -4.4997 -1.7355 -2.3707  -0.5053
81 H -4.4144 1.4702 -3.6438  0.0609
82 H -2.3689 0.6065 -2.1681  0.0789
83 H -4.8295 -2.7276 -2.1306  0.0509

=====

(4)
DFT (the ωB97M-V functional and the def2-TZVPD basis) results for a molecular structure, C7H24BiN4O5 in a non-equilibrium geometry.

The calculation puts the HOMO-LUMO gap (alpha / beta) at 6.11 / 4.29 eV. Its total charge is +1. The largest force on an atom is 4.06 eV Å⁻¹.

Each line ends with the Löwdin charge.
Geometry (Å):
1 O -2.0087 -2.3646 2.2289  -0.1191
2 H -2.6818 -1.6716 2.2294  0.0517
3 Bi 1.2343 -0.1076 0.5252  1.7004
4 N 2.0443 -1.2717 -1.3345  -0.1701
5 N 0.0908 -0.0067 -1.9340  -0.0644
6 O 2.9120 -2.3049 -0.8693  -0.0592
7 O -1.0258 0.8071 -2.4262  -0.0759
8 C 1.9235 -1.1850 -2.6624  -0.2532
9 C 0.7604 -0.4378 -3.0051  -0.2549
10 C 2.8178 -1.9096 -3.5749  0.0061
11 C 0.2928 -0.1404 -4.3949  0.0001
12 H 3.4816 -2.5578 -3.0142  0.0854
13 H 3.4289 -1.2279 -4.1678  0.1086
14 H 2.2314 -2.5065 -4.2681  0.1011
15 H 0.3258 0.9393 -4.6084  0.1057
16 H -0.7405 -0.4814 -4.5651  0.1055
17 H 0.9204 -0.6406 -5.1565  0.0915
18 H 2.6559 -2.3916 0.0889  0.0429
19 H -1.7169 0.7230 -1.7360  0.1015
20 O 0.9075 2.4263 -0.3128  -0.2042
21 H 1.8984 2.4174 -0.3373  0.0397
22 H 0.6744 1.9846 -1.1678  0.0087
23 C -2.6293 -3.2763 0.7239  -0.0039
24 H -2.2776 -4.2884 0.7958  0.0125
25 H -2.0226 -2.6180 0.1001  -0.0006
26 H -3.6690 -3.0084 0.8248  0.0110
27 O 1.8549 -1.8256 1.5515  -0.5348
28 H -1.7720 -2.4901 3.1761  0.0884
29 H 1.0060 -2.2957 1.7153  -0.0090
30 N 0.9875 0.4417 2.9860  -0.1244
31 C -0.2973 0.9754 3.6033  -0.2200
32 C -0.9777 1.8322 2.5710  -0.2560
33 N -1.2654 1.0113 1.3378  -0.0760
34 H 1.2634 -0.4684 3.3910  0.0757
35 H 1.7772 1.0688 3.1901  0.0908
36 H -0.9024 0.1123 3.8971  0.1027
37 H -0.0321 1.5467 4.4995  0.1203
38 H -1.9002 2.2619 3.0116  0.1227
39 H -0.3309 2.6752 2.2697  0.1154
40 H -2.0356 0.3615 1.5586  0.0602
41 H -1.6852 1.6429 0.6425  0.0769

=====

(5)
DFT (the ωB97M-V functional and the def2-TZVPD basis) results for 8 unconnected molecules or ions with the total composition C39H93N8O7S in a non-equilibrium geometry.

The calculation puts the HOMO-LUMO gap at 6.84 eV. Its total charge is +1. The largest force on an atom is 2.26 eV Å⁻¹.

Each line ends with the Löwdin charge.
Geometry (Å):
1 C 1.2929 -0.8688 1.7296  0.1095
2 C 1.0677 0.2850 1.1330  -0.1817
3 N 0.4538 1.4528 1.8063  -0.5167
4 C -0.9537 1.1165 2.2588  -0.0507
5 S 0.2795 2.7964 0.6331  0.9502
6 C 1.2307 1.9929 2.9998  -0.1174
7 C 2.7160 1.7563 2.9670  -0.2462
8 C 3.5503 2.0853 1.9153  -0.0406
9 C 4.8890 1.8378 2.0138  -0.0328
10 C 5.4580 1.2794 3.1406  -0.2611
11 C 6.9439 1.0178 3.1896  -0.0332
12 C 4.6287 0.9755 4.2042  -0.0159
13 C 3.2810 1.2029 4.0883  -0.0381
14 H 2.0421 -1.5164 1.2826  0.0966
15 H 0.7715 -1.2438 2.6091  0.0738
16 H 1.3448 0.4211 0.0927  0.1024
17 H -1.5166 0.7652 1.3899  0.1046
18 H -1.4333 2.0198 2.6369  0.1044
19 H -0.9549 0.3026 2.9911  0.0879
20 H -0.8868 2.5573 -0.0121  -0.0703
21 H 0.7866 1.6414 3.9329  0.1338
22 H 1.0712 3.0784 2.9992  0.1187
23 H 3.1476 2.5260 1.0048  0.1023
24 H 5.5753 2.0698 1.2034  0.1244
25 H 7.1439 0.0688 3.6940  0.0861
26 H 7.3136 0.9122 2.1645  0.0799
27 H 7.5013 1.8317 3.6600  0.0922
28 H 5.0510 0.5642 5.1157  0.1286
29 H 2.6412 0.9449 4.9315  0.1036
30 C 2.3596 1.8751 -3.9907  -0.0610
31 C 1.1481 1.9996 -3.0756  -0.4418
32 C 0.3212 0.7063 -2.9767  -0.2309
33 O -0.5123 0.4543 -4.0798  -0.1833
34 C 0.1218 -0.1701 -5.1878  -0.0896
35 N 0.3338 3.1344 -3.5184  0.0521
36 H 2.0864 1.8766 -5.0450  0.0745
37 H 3.0365 2.7163 -3.8349  0.0811
38 H 2.9160 0.9576 -3.7829  0.0628
39 H 1.5229 2.2202 -2.0698  0.0930
40 H -0.3602 0.8070 -2.1199  0.1012
41 H 0.9637 -0.1618 -2.7669  0.1179
42 H 0.8941 -0.8765 -4.8698  0.0872
43 H 0.5483 0.5763 -5.8591  0.0725
44 H -0.6423 -0.7139 -5.7412  0.0899
45 H -0.4279 3.2706 -2.8577  0.0569
46 H -0.1392 2.8499 -4.3757  0.0531
47 C -2.5250 4.2770 -5.4336  -0.0621
48 C -1.8610 4.1539 -6.8003  -0.4262
49 C -2.6407 4.8490 -7.9276  -0.2075
50 O -3.7732 4.1346 -8.3839  -0.1870
51 C -4.9482 4.3164 -7.6144  -0.1039
52 N -1.6317 2.7333 -7.0870  0.0475
53 H -3.3974 3.6316 -5.3294  0.0690
54 H -1.8259 3.9931 -4.6495  0.0406
55 H -2.8387 5.3045 -5.2376  0.0835
56 H -0.8861 4.6466 -6.7320  0.1369
57 H -1.9786 4.9256 -8.7945  0.1232
58 H -2.9155 5.8750 -7.6517  0.1209
59 H -5.0223 5.3336 -7.2196  0.0911
60 H -4.9943 3.5933 -6.7963  0.0738
61 H -5.8027 4.1342 -8.2655  0.0889
62 H -1.1073 2.6533 -7.9543  0.0774
63 H -2.5329 2.3175 -7.3101  0.0741
64 C 0.2707 -3.0772 7.4270  -0.0619
65 C 0.1145 -1.5686 7.2678  -0.4213
66 C -1.0857 -1.1646 6.3978  -0.1983
67 O -0.8760 -1.3196 4.9988  -0.2390
68 C -1.1016 -2.6319 4.5002  -0.1016
69 N 1.3738 -1.0124 6.7565  0.0426
70 H 0.6649 -3.5508 6.5274  0.0655
71 H 0.9660 -3.2994 8.2358  0.0813
72 H -0.6841 -3.5469 7.6709  0.0837
73 H -0.0583 -1.1540 8.2646  0.1407
74 H -1.2641 -0.0953 6.5479  0.1203
75 H -2.0021 -1.6778 6.7085  0.1226
76 H -1.9173 -3.1407 5.0178  0.1005
77 H -0.1896 -3.2295 4.5631  0.0786
78 H -1.3666 -2.5402 3.4445  0.0819
79 H 1.3020 0.0024 6.7390  0.0596
80 H 1.4459 -1.2702 5.7747  0.0574
81 C 5.9769 0.1255 -4.8440  -0.0634
82 C 5.4644 -0.9457 -3.8866  -0.4404
83 C 6.5814 -1.8090 -3.2770  -0.2172
84 O 7.0972 -2.7942 -4.1451  -0.1845
85 C 8.0962 -2.3387 -5.0469  -0.0952
86 N 4.4607 -1.7610 -4.5784  0.0411
87 H 6.2887 -0.2848 -5.8040  0.0678
88 H 5.1904 0.8534 -5.0491  0.0629
89 H 6.8238 0.6638 -4.4130  0.0814
90 H 4.9678 -0.4284 -3.0574  0.1221
91 H 6.1555 -2.3610 -2.4327  0.1189
92 H 7.3904 -1.1882 -2.8697  0.1191
93 H 8.7310 -1.5702 -4.5953  0.0931
94 H 7.6428 -1.9637 -5.9652  0.0650
95 H 8.7195 -3.1902 -5.3145  0.0906
96 H 4.0545 -2.4163 -3.9156  0.0706
97 H 4.9551 -2.3588 -5.2365  0.0709
98 C 8.5086 -4.0398 -11.2865  -0.0702
99 C 8.0237 -4.7346 -10.0181  -0.4324
100 C 7.4944 -3.7626 -8.9511  -0.2069
101 O 8.5009 -3.0797 -8.2230  -0.2147
102 C 9.0155 -1.9241 -8.8612  -0.1013
103 N 9.1016 -5.5821 -9.5007  0.0401
104 H 9.4708 -3.5471 -11.1467  0.0644
105 H 8.6353 -4.7675 -12.0880  0.0774
106 H 7.7875 -3.2930 -11.6260  0.0785
107 H 7.1899 -5.3833 -10.3028  0.1353
108 H 6.9474 -4.3487 -8.2064  0.1211
109 H 6.7768 -3.0497 -9.3778  0.1194
110 H 8.2456 -1.3970 -9.4315  0.0927
111 H 9.8542 -2.1794 -9.5121  0.0770
112 H 9.3923 -1.2561 -8.0851  0.0849
113 H 8.7523 -6.1167 -8.7097  0.0719
114 H 9.8017 -4.9699 -9.0890  0.0688
115 C -6.4150 2.2703 5.8512  -0.0675
116 C -6.1596 1.2857 6.9880  -0.4245
117 C -4.7451 0.6840 6.9708  -0.2054
118 O -4.5495 -0.3385 6.0056  -0.1958
119 C -4.2530 0.1292 4.7050  -0.1121
120 N -7.1958 0.2513 6.9580  0.0491
121 H -6.5557 1.7696 4.8930  0.0640
122 H -7.3204 2.8437 6.0482  0.0802
123 H -5.5883 2.9779 5.7506  0.0768
124 H -6.2616 1.8400 7.9253  0.1397
125 H -4.5732 0.2035 7.9380  0.1228
126 H -3.9782 1.4635 6.8674  0.1166
127 H -3.6464 1.0414 4.7251  0.0853
128 H -5.1688 0.3026 4.1356  0.0795
129 H -3.6880 -0.6503 4.1896  0.0779
130 H -7.0836 -0.3538 7.7678  0.0732
131 H -6.9935 -0.3598 6.1696  0.0717
132 C -12.2153 -2.4586 7.9147  -0.0714
133 C -10.7314 -2.1058 7.9157  -0.4320
134 C -10.3260 -1.1722 9.0684  -0.2136
135 O -10.6757 0.1851 8.8796  -0.1920
136 C -12.0074 0.5143 9.2326  -0.1047
137 N -10.3754 -1.5485 6.6075  0.0430
138 H -12.8366 -1.6327 7.5689  0.0642
139 H -12.4009 -3.3003 7.2471  0.0757
140 H -12.5521 -2.7455 8.9133  0.0787
141 H -10.1767 -3.0402 8.0479  0.1334
142 H -9.2339 -1.1817 9.1387  0.1090
143 H -10.7054 -1.5377 10.0317  0.1192
144 H -12.3546 -0.0627 10.0944  0.0911
145 H -12.6828 0.3656 8.3870  0.0751
146 H -12.0298 1.5728 9.4921  0.0868
147 H -9.3713 -1.3957 6.5765  0.0442
148 H -10.7612 -0.6087 6.5627  0.0710

=====

Which formula does entry 5 have?
C39H93N8O7S